Entry 1:
{"formula": "C23H57N7O5P", "method": "ωB97M-V/def2-TZVPD", "species": ["C", "C", "O", "C", "C", "C", "C", "N", "N", "C", "P", "N", "H", "H", "H", "H", "H", "H", "H", "H", "H", "H", "H", "H", "H", "C", "C", "C", "O", "C", "N", "H", "H", "H", "H", "H", "H", "H", "H", "H", "H", "H", "C", "C", "C", "O", "C", "N", "H", "H", "H", "H", "H", "H", "H", "H", "H", "H", "H", "C", "C", "C", "O", "C", "N", "H", "H", "H", "H", "H", "H", "H", "H", "H", "H", "H", "C", "C", "C", "O", "C", "N", "H", "H", "H", "H", "H", "H", "H", "H", "H", "H", "H"], "positions_angstrom": [[5.7677, -3.5613, -0.4847], [4.8378, -2.4769, 0.0145], [4.4627, -2.8157, 1.3590], [3.5540, -2.3742, -0.8715], [2.3838, -1.9792, -0.0344], [2.1252, -0.6390, 0.1806], [1.0403, -0.3049, 0.9763], [0.3264, -1.2864, 1.4964], [0.5122, -2.5725, 1.3182], [1.5186, -2.9321, 0.5535], [1.5978, -4.7728, 0.3586], [0.1642, -5.2648, -0.0026], [5.2217, -4.4267, -0.8418], [6.3770, -3.8849, 0.3507], [6.4348, -3.1729, -1.2462], [5.3175, -1.5028, 0.0231], [4.5186, -2.0413, 1.9217], [3.3956, -3.3150, -1.3768], [3.7153, -1.6026, -1.6164], [2.7336, 0.1316, -0.2611], [0.7749, 0.7150, 1.1900], [-0.4558, -1.0497, 2.0938], [2.1001, -5.2482, 1.5802], [2.5359, -5.0722, -0.6396], [0.1713, -5.7078, -0.9170], [-1.8081, 2.0412, -4.2153], [-0.7413, 2.8133, -3.4470], [0.2835, 1.9257, -2.7254], [-0.2013, 1.3354, -1.5225], [-0.9138, 0.1245, -1.6857], [-1.3874, 3.7373, -2.5125], [-2.5556, 1.6071, -3.5506], [-2.3339, 2.7095, -4.8944], [-1.3668, 1.2376, -4.8088], [-0.1796, 3.4076, -4.1727], [1.1189, 2.5594, -2.4158], [0.6917, 1.1534, -3.3903], [-0.4901, -0.4908, -2.4851], [-1.9766, 0.2838, -1.8750], [-0.8345, -0.4223, -0.7493], [-0.6612, 4.3026, -2.0807], [-1.7582, 3.1773, -1.7494], [-0.9979, -3.9140, -3.8977], [0.3605, -4.5118, -4.2509], [0.4797, -4.9787, -5.7077], [-0.1701, -6.1979, -5.9818], [-1.5574, -6.1070, -6.2625], [0.6645, -5.5902, -3.3029], [-1.7624, -4.6807, -3.7837], [-0.9385, -3.3800, -2.9477], [-1.3299, -3.2101, -4.6631], [1.1103, -3.7249, -4.1111], [1.5373, -5.1601, -5.9192], [0.1428, -4.1970, -6.4008], [-1.7952, -5.1885, -6.8061], [-2.1571, -6.1586, -5.3508], [-1.8194, -6.9593, -6.8866], [1.6106, -5.9219, -3.4738], [0.0823, -6.3888, -3.5434], [1.9478, 5.6244, 0.6462], [1.2688, 4.2912, 0.3552], [-0.1418, 4.1613, 0.9460], [-0.1844, 3.9159, 2.3361], [-0.0902, 5.0686, 3.1627], [2.1458, 3.1970, 0.7879], [2.3035, 5.6835, 1.6741], [2.8134, 5.7545, -0.0020], [1.2671, 6.4585, 0.4706], [1.1604, 4.2091, -0.7311], [-0.6133, 3.2879, 0.4818], [-0.7598, 5.0318, 0.6917], [-0.5835, 5.9315, 2.7097], [0.9525, 5.3076, 3.3816], [-0.5885, 4.8374, 4.1035], [1.7293, 2.3197, 0.4874], [2.1183, 3.1633, 1.8040], [-4.0801, 0.9650, 6.2211], [-4.7307, 2.1907, 5.5868], [-3.7243, 3.2317, 5.0742], [-3.1304, 4.0244, 6.0837], [-2.0301, 3.4323, 6.7468], [-5.6922, 2.7567, 6.5336], [-3.6988, 1.1776, 7.2190], [-4.8113, 0.1640, 6.3211], [-3.2536, 0.5943, 5.6097], [-5.2924, 1.8464, 4.7128], [-4.2609, 3.9344, 4.4316], [-2.9482, 2.7610, 4.4534], [-1.4384, 2.8095, 6.0677], [-2.3503, 2.8328, 7.6018], [-1.3957, 4.2344, 7.1233], [-6.2147, 3.5024, 6.0834], [-5.1702, 3.2234, 7.2701]], "forces_ev_per_angstrom": [[0.24, 0.33, 0.23], [-0.49, -0.29, 0.33], [-0.21, -0.18, -0.16], [0.37, 0.31, 0.38], [0.06, 0.17, -0.49], [-0.41, -0.29, 0.16], [0.79, -0.08, -0.38], [-0.26, 0.30, 0.20], [0.02, -0.16, 0.08], [0.62, 0.21, 0.40], [-1.75, -0.97, -0.65], [0.45, 0.01, 0.24], [-0.07, -0.12, -0.18], [0.19, -0.02, 0.10], [-0.02, -0.12, -0.32], [0.21, 0.11, -0.03], [0.08, 0.07, 0.09], [-0.17, -0.17, -0.12], [0.03, 0.03, -0.27], [0.07, 0.18, -0.05], [-0.34, 0.11, 0.19], [-0.15, -0.18, 0.09], [0.35, 0.43, 0.04], [0.53, 0.35, 0.34], [-0.26, 0.12, -0.16], [0.04, -0.05, -0.06], [-0.19, -0.18, 0.09], [0.15, 0.18, -0.13], [0.16, -0.18, 0.07], [-0.08, 0.04, 0.00], [0.30, -0.08, 0.03], [0.02, 0.00, 0.05], [-0.02, 0.04, 0.03], [0.00, 0.00, 0.01], [0.07, 0.00, 0.03], [-0.01, -0.02, 0.05], [-0.10, -0.04, 0.00], [-0.02, 0.02, -0.04], [0.02, 0.03, -0.12], [-0.05, -0.12, 0.04], [-0.14, 0.19, -0.04], [-0.17, 0.08, -0.01], [0.03, 0.14, 0.02], [-0.27, -0.03, 0.07], [0.19, 0.02, -0.05], [-0.10, 0.03, 0.02], [0.04, -0.13, 0.00], [0.31, -0.08, 0.03], [0.00, -0.04, -0.03], [0.01, -0.06, 0.04], [-0.01, -0.02, -0.02], [0.06, -0.02, -0.06], [-0.01, -0.04, 0.00], [-0.06, 0.03, 0.06], [0.00, 0.03, 0.02], [-0.04, 0.08, -0.02], [0.03, -0.01, -0.01], [0.00, 0.01, -0.02], [-0.08, 0.03, 0.02], [0.04, 0.03, -0.07], [0.03, 0.22, 0.18], [-0.14, -0.16, -0.21], [0.02, 0.02, 0.01], [0.06, -0.17, 0.17], [-0.11, -0.24, -0.02], [-0.04, -0.02, 0.04], [0.02, -0.03, 0.01], [-0.01, -0.01, 0.02], [-0.04, -0.03, 0.01], [0.01, -0.01, 0.03], [0.08, 0.06, 0.01], [0.03, 0.00, -0.05], [-0.02, 0.14, -0.04], [-0.05, -0.02, -0.03], [0.02, 0.11, -0.17], [0.09, 0.08, 0.02], [-0.01, -0.11, -0.08], [0.09, -0.03, 0.20], [-0.16, 0.07, -0.13], [0.18, -0.08, -0.07], [-0.05, 0.13, 0.11], [0.07, 0.15, -0.15], [0.01, 0.05, 0.01], [-0.03, 0.03, 0.03], [0.02, 0.01, 0.01], [0.01, 0.05, -0.05], [0.00, 0.05, 0.06], [0.03, -0.06, 0.06], [-0.03, -0.04, -0.02], [0.05, -0.09, -0.04], [-0.04, 0.05, -0.03], [-0.08, -0.08, -0.01], [-0.02, -0.07, 0.07]], "lumo_energy_ev": -4.521, "e_homo_ha": -0.3952, "gap_ev": 6.23, "energy_ev": -54721.767, "mol_weight_g_mol": 542.73, "charge": 1}

Entry 2:
{"formula": "C23H60AlCl2O9", "method": "ωB97M-V/def2-TZVPD", "species": ["C", "C", "Al", "C", "C", "O", "Cl", "C", "C", "C", "Cl", "H", "H", "H", "H", "H", "H", "H", "H", "H", "H", "H", "H", "C", "C", "O", "H", "H", "H", "H", "H", "H", "C", "C", "O", "H", "H", "H", "H", "H", "H", "C", "C", "O", "H", "H", "H", "H", "H", "H", "C", "C", "O", "H", "H", "H", "H", "H", "H", "C", "C", "O", "H", "H", "H", "H", "H", "H", "C", "C", "O", "H", "H", "H", "H", "H", "H", "C", "C", "O", "H", "H", "H", "H", "H", "H", "C", "C", "O", "H", "H", "H", "H", "H", "H"], "positions_angstrom": [[2.9625, -2.9161, -1.0555], [1.7298, -2.4182, -1.2517], [1.1312, -0.6360, -0.4790], [1.4947, 0.9301, -1.8009], [0.6698, 2.0911, -1.5419], [0.8101, 2.8513, -0.6110], [-0.6427, 2.3541, -2.7720], [-0.7554, -0.6953, 0.2733], [-1.9129, -1.0671, -0.6731], [-1.5165, -1.6879, -1.9967], [-3.0624, 0.3222, -0.9768], [3.0338, -3.9898, -0.8676], [3.8158, -2.2533, -1.1192], [1.0521, -3.0315, -1.8431], [2.1100, -0.3425, 0.7797], [2.5115, 1.2452, -1.5793], [1.4767, 0.6302, -2.8447], [-0.7664, -1.3464, 1.1493], [-0.9647, 0.3136, 0.6349], [-2.5213, -1.8062, -0.1581], [-2.4235, -1.7891, -2.5958], [-0.8063, -1.0955, -2.5654], [-1.1685, -2.7013, -1.8053], [-3.6798, 3.7630, 0.4320], [-3.3854, 4.2808, -0.9637], [-2.2241, 5.1042, -0.9537], [-3.8291, 4.5984, 1.1207], [-4.5721, 3.1342, 0.4401], [-2.8405, 3.1761, 0.8111], [-4.2174, 4.8830, -1.3317], [-3.2269, 3.4501, -1.6587], [-1.4879, 4.5639, -0.6415], [4.0041, -8.0925, -1.8632], [3.7884, -6.6125, -1.5995], [2.5817, -6.4033, -0.8717], [3.1658, -8.5006, -2.4241], [4.9227, -8.2592, -2.4302], [4.0709, -8.6471, -0.9214], [3.7056, -6.0653, -2.5368], [4.6236, -6.1916, -1.0296], [2.6618, -6.8768, -0.0398], [0.2297, -0.2626, 5.2095], [-0.7238, -0.3785, 4.0333], [-0.3249, -1.4106, 3.1423], [1.2416, -0.0659, 4.8548], [-0.0715, 0.5430, 5.8826], [0.2588, -1.1968, 5.7773], [-0.7347, 0.5452, 3.4575], [-1.7436, -0.5778, 4.3843], [-0.3178, -2.2395, 3.6300], [-4.3961, 8.0967, 1.3120], [-5.6903, 7.6544, 1.9663], [-5.4782, 7.2557, 3.3206], [-3.6615, 7.2930, 1.3350], [-4.5642, 8.3900, 0.2735], [-3.9624, 8.9407, 1.8491], [-6.1154, 6.7972, 1.4461], [-6.4262, 8.4673, 1.9480], [-5.1112, 8.0109, 3.7873], [2.9756, -9.7150, -6.4009], [2.1306, -9.9209, -5.1567], [2.2308, -8.8106, -4.2700], [4.0206, -9.5647, -6.1287], [2.9064, -10.5744, -7.0700], [2.6505, -8.8252, -6.9448], [2.4695, -10.7972, -4.6057], [1.0802, -10.0699, -5.4292], [1.9235, -8.0305, -4.7418], [-2.0275, -6.1175, 0.1792], [-1.8871, -5.4940, -1.1984], [-0.7461, -4.6521, -1.2721], [-2.1014, -5.3391, 0.9393], [-2.9146, -6.7520, 0.2368], [-1.1503, -6.7237, 0.4181], [-2.7536, -4.8733, -1.4265], [-1.8109, -6.2745, -1.9654], [0.0365, -5.1829, -1.0839], [-0.2598, 6.8557, 2.2961], [-0.6073, 8.3254, 2.4141], [-1.8311, 8.5014, 3.1277], [-1.0563, 6.3125, 1.7862], [0.6673, 6.7080, 1.7427], [-0.1508, 6.4079, 3.2876], [-0.7424, 8.7678, 1.4283], [0.1889, 8.8727, 2.9313], [-1.7180, 8.1235, 4.0039], [3.6980, 5.9255, 2.6441], [4.4814, 5.3274, 1.4889], [4.0583, 4.0024, 1.2142], [3.8171, 5.3167, 3.5410], [4.0326, 6.9425, 2.8620], [2.6328, 5.9523, 2.4122], [5.5420, 5.2825, 1.7352], [4.3624, 5.9359, 0.5845], [3.1255, 4.0287, 0.9727]], "forces_ev_per_angstrom": [[-0.90, -0.35, -0.19], [0.20, 1.36, -1.09], [0.25, -0.24, 0.23], [-0.10, 0.44, -0.68], [1.16, 0.03, 1.04], [-0.89, -0.03, -0.88], [-0.17, 0.18, 0.13], [-0.10, 0.36, -1.03], [0.58, -0.58, 0.48], [-0.95, -0.01, -0.09], [0.00, 0.05, 0.07], [0.79, -0.02, -0.97], [0.34, -0.06, 1.33], [-0.52, -0.80, 1.20], [0.04, 0.11, -0.03], [0.20, -0.21, 0.39], [-0.31, -0.19, -0.03], [-0.03, 0.15, -0.33], [0.14, 0.09, 0.27], [-0.41, 0.04, -0.03], [-0.02, 0.00, -0.24], [0.24, 0.07, 0.05], [0.39, 0.29, -0.06], [-0.09, 0.07, 0.07], [0.36, -0.27, 0.21], [-0.13, 0.30, 0.03], [-0.07, 0.02, -0.03], [0.04, -0.05, 0.03], [-0.04, -0.11, -0.10], [0.10, 0.13, -0.03], [-0.13, -0.04, 0.03], [0.07, -0.10, -0.18], [-0.05, -0.04, 0.13], [0.09, -0.34, 0.28], [-0.24, 0.08, -0.17], [0.16, 0.07, 0.04], [0.00, -0.03, 0.02], [0.15, 0.07, 0.03], [-0.12, 0.11, 0.07], [0.06, 0.06, -0.14], [-0.01, 0.01, 0.07], [0.06, 0.03, -0.02], [0.04, -0.28, 0.12], [0.03, -0.01, 0.41], [-0.02, 0.05, -0.04], [0.00, -0.02, 0.02], [-0.07, 0.02, 0.05], [0.00, -0.05, -0.11], [-0.02, 0.16, 0.03], [0.05, -0.02, 0.02], [-0.07, -0.03, -0.09], [0.21, 0.26, 0.14], [-0.18, -0.18, -0.05], [-0.01, -0.03, -0.05], [-0.01, -0.01, 0.00], [-0.01, 0.04, -0.03], [-0.02, -0.06, 0.10], [-0.06, -0.05, -0.14], [0.10, 0.02, 0.00], [0.06, 0.00, 0.04], [-0.07, 0.31, -0.18], [-0.09, -0.25, -0.24], [0.01, -0.05, 0.02], [-0.01, 0.02, -0.02], [-0.06, -0.04, -0.04], [-0.02, 0.04, 0.09], [0.02, -0.15, -0.02], [-0.03, 0.08, 0.06], [-0.04, 0.03, 0.04], [0.37, -0.13, 0.09], [-0.24, -0.33, 0.04], [-0.04, 0.03, -0.03], [0.02, -0.02, 0.01], [-0.02, -0.06, -0.05], [0.04, 0.07, -0.04], [-0.16, -0.03, 0.01], [0.16, 0.11, -0.01], [-0.11, -0.10, -0.02], [0.02, -0.24, 0.30], [-0.02, 0.27, -0.07], [0.01, 0.05, -0.09], [0.00, 0.01, 0.00], [0.12, 0.02, 0.00], [-0.12, 0.06, 0.03], [0.08, 0.02, -0.13], [0.02, -0.08, 0.02], [0.07, 0.07, 0.06], [-0.43, -0.13, -0.07], [0.22, 0.05, 0.09], [0.06, -0.01, -0.01], [-0.04, 0.01, 0.00], [0.01, 0.05, -0.03], [0.02, -0.09, -0.06], [0.11, 0.15, 0.07], [-0.03, -0.19, -0.09]], "lumo_energy_ev": 2.103, "e_homo_ha": -0.1619, "gap_ev": 6.51, "energy_ev": -74892.042, "mol_weight_g_mol": 578.61, "charge": -1}